(1)
{
  "formula": "C24H61Cl2N4P",
  "method": "ωB97M-V with the def2-TZVPD basis set",
  "e_tot_ev": -66171.4684,
  "gap_ev": 8.5,
  "e_homo_ha": -0.29669,
  "smiles": "CCN(CC)CC.CCN(CC)CC.CCN(CC)CC.CCN(CC)CC.ClPCl",
  "multiplicity": 1,
  "charge": 0,
  "lumo_energy_ev": 0.442,
  "symbols": ["H", "H", "N", "H", "H", "H", "C", "H", "C", "C", "H", "C", "C", "C", "C", "H", "H", "N", "C", "H", "C", "H", "H", "H", "H", "C", "P", "H", "C", "H", "H", "H", "C", "H", "H", "H", "H", "H", "C", "H", "H", "H", "H", "H", "H", "C", "H", "H", "C", "C", "C", "H", "C", "N", "H", "H", "H", "H", "H", "C", "H", "H", "H", "H", "N", "C", "H", "H", "H", "Cl", "C", "H", "H", "H", "Cl", "H", "H", "C", "C", "H", "H", "H", "H", "H", "H", "H", "H", "C", "H", "H", "H", "H"],
  "coordinates": [[1.8173, 5.0311, -3.3816], [-3.0520, 4.5685, 3.2442], [1.9471, 3.2931, -0.3968], [-4.0198, 1.7294, 5.5895], [-0.3127, -3.7655, 3.9811], [0.8598, 0.9715, -1.4869], [-1.7352, -3.4542, 2.3399], [-1.6892, -4.8532, 3.9865], [2.8628, -2.8160, -4.3949], [1.5306, -0.8082, -6.3095], [-4.8019, 3.8776, 5.6749], [-3.8376, 2.0896, 2.7742], [3.0816, -3.0976, -7.7248], [-2.5795, 0.3505, 4.7986], [-0.4131, -3.9562, 0.3284], [0.0105, -3.4367, -0.5357], [-3.7344, 2.7938, 1.9448], [-1.0128, -2.9502, 1.1841], [1.1528, -2.0348, 2.2022], [-2.3857, 4.3030, 4.8314], [1.6708, 4.1142, -2.8076], [1.9976, -3.2093, -7.6877], [1.7758, -2.8449, -4.4820], [2.3311, 0.0113, -1.3940], [4.5347, -1.5938, -5.0099], [2.2733, 4.2828, -1.4065], [1.6369, -0.3045, 5.6900], [2.1983, 1.2793, -2.5985], [-3.2134, 4.0174, 4.1746], [-0.1016, 2.9009, -0.8563], [0.4261, -4.4845, 0.8107], [-3.3579, 1.1718, 2.4261], [-5.3249, 1.7906, 3.0076], [-5.4896, 1.2412, 3.9354], [0.2307, 4.3023, 0.1475], [1.7893, -1.1513, 2.1146], [3.2816, -1.0280, -8.2571], [-2.4674, -0.1948, 5.7339], [2.5666, 1.9890, -0.5568], [-0.3848, -5.1069, 2.8345], [-5.3517, 4.4868, 4.1091], [3.4024, -3.3590, -8.7349], [3.1075, -2.9104, -3.3351], [-5.9296, 2.6957, 3.0369], [-1.6149, 0.3539, 4.2873], [0.2619, 2.4424, 1.2037], [1.5657, 1.0607, -5.2214], [-1.7912, -5.6183, 0.6308], [3.5226, -1.6646, -7.4002], [-4.5237, 4.4902, 4.8168], [-0.1513, -1.8098, 1.4268], [0.9584, -2.1851, 3.2639], [3.4476, -1.5066, -4.9430], [-3.0604, 2.6031, 3.8889], [-0.0412, 0.3473, -5.3978], [-2.5994, -4.0143, 1.9757], [1.9642, 5.2561, -1.0129], [-5.7062, 1.1740, 2.1918], [3.6207, 2.1453, -0.7977], [1.0114, 0.1208, -5.2242], [2.1466, 3.3073, -3.3642], [3.2726, -0.7223, -4.2025], [3.5256, -3.8265, -7.0478], [-0.7844, 2.5471, 1.4953], [2.9631, -1.0245, -6.2248], [0.5405, 3.2707, -0.0395], [-2.1571, -2.5950, 2.8680], [0.8807, 2.7683, 2.0406], [1.0896, -0.3283, -4.2338], [3.2583, -1.2229, 6.5383], [-0.9766, -4.3408, 3.3375], [1.5759, 0.7874, 6.5829], [0.4428, 1.3809, 1.0276], [-4.4076, 5.5159, 5.1718], [0.0562, -1.3508, 6.4687], [4.6120, -1.6371, -7.3125], [-2.2616, -4.4967, -0.6541], [-3.0441, 1.7707, 5.0780], [-1.4140, -4.9859, -0.1731], [3.3622, 4.3330, -1.4899], [2.5718, 1.4987, 0.4195], [1.7211, -2.8862, 1.8265], [-0.7378, -1.0410, 1.9389], [-3.2928, -0.2000, 4.1836], [-0.9357, -5.6390, -0.9037], [-2.3491, 2.2302, 5.7866], [0.9521, -1.7464, -6.2764], [1.9466, 1.0188, -1.5715], [0.0993, -1.3815, 0.4498], [1.3238, -0.3579, -7.2839], [0.5984, 3.9205, -2.7703], [3.2672, -3.6929, -4.8980]],
  "forces_ev_per_a": [[0.01, 0.01, 0.00], [-0.03, -0.03, -0.04], [0.02, 0.03, -0.02], [0.02, 0.00, -0.01], [0.05, -0.01, -0.03], [-0.01, 0.02, 0.02], [-0.14, -0.12, 0.08], [-0.02, 0.00, 0.00], [0.08, -0.01, 0.01], [-0.09, 0.00, 0.06], [0.01, -0.02, 0.00], [-0.04, -0.14, -0.12], [0.07, -0.01, -0.02], [-0.06, 0.00, -0.02], [0.02, -0.12, -0.01], [0.03, 0.06, 0.03], [-0.01, 0.07, 0.04], [-0.01, 0.05, 0.05], [-0.05, 0.10, 0.07], [0.00, -0.05, 0.04], [0.07, 0.02, -0.02], [-0.01, 0.01, 0.01], [-0.01, 0.02, 0.00], [0.00, -0.01, 0.01], [0.00, -0.03, -0.07], [0.04, 0.14, -0.06], [0.01, 0.11, -0.51], [-0.08, 0.04, -0.01], [0.07, 0.15, 0.04], [0.00, 0.02, 0.01], [-0.01, 0.01, -0.01], [0.02, -0.03, 0.04], [0.00, 0.05, -0.08], [0.02, -0.01, 0.01], [0.05, 0.04, -0.04], [-0.01, 0.01, 0.00], [-0.06, 0.01, 0.01], [-0.01, 0.00, 0.02], [0.03, -0.18, 0.09], [-0.01, 0.00, -0.02], [-0.01, -0.05, 0.01], [0.01, 0.01, -0.01], [0.01, 0.01, 0.01], [0.00, 0.00, 0.07], [0.00, 0.00, -0.03], [-0.12, -0.03, 0.02], [0.04, -0.01, 0.01], [-0.01, 0.00, 0.01], [0.07, 0.01, -0.15], [0.01, 0.06, -0.05], [0.13, 0.22, -0.12], [0.05, -0.08, 0.00], [0.02, 0.02, 0.19], [0.00, 0.04, 0.01], [-0.01, -0.01, -0.01], [0.02, -0.03, -0.04], [-0.06, -0.02, 0.02], [0.01, -0.01, -0.01], [-0.02, 0.07, -0.07], [-0.05, 0.01, 0.01], [-0.03, -0.04, 0.02], [-0.04, 0.02, -0.01], [-0.04, 0.01, 0.03], [-0.01, 0.00, 0.03], [0.01, -0.02, -0.03], [-0.07, -0.08, 0.02], [0.07, 0.05, -0.01], [0.05, -0.01, -0.02], [-0.01, 0.02, 0.02], [0.03, 0.00, 0.13], [-0.03, 0.06, 0.04], [-0.01, -0.08, 0.22], [0.01, -0.02, 0.04], [0.01, 0.01, 0.00], [0.04, -0.06, 0.17], [0.01, -0.02, 0.05], [-0.02, 0.02, 0.02], [-0.02, -0.09, 0.01], [0.02, -0.01, -0.02], [0.01, -0.05, 0.00], [-0.04, 0.02, 0.03], [-0.04, -0.03, -0.02], [-0.04, -0.04, 0.04], [0.00, 0.00, -0.02], [0.01, -0.01, 0.00], [-0.02, 0.06, -0.01], [0.01, 0.02, -0.01], [0.15, -0.05, -0.04], [0.00, -0.06, -0.03], [0.05, -0.03, -0.04], [-0.01, -0.01, 0.02], [-0.06, 0.00, -0.04]]
}

***

(2)
{
  "formula": "C24H61N15O30",
  "method": "ωB97M-V with the def2-TZVPD basis set",
  "e_tot_ev": -109617.1472,
  "gap_ev": 9.4,
  "e_homo_ha": -0.36121,
  "multiplicity": 1,
  "charge": 0,
  "lumo_energy_ev": -0.425,
  "symbols": ["H", "N", "C", "C", "H", "H", "O", "H", "H", "N", "H", "H", "H", "N", "H", "H", "C", "H", "H", "C", "C", "C", "H", "H", "O", "C", "H", "O", "H", "C", "O", "O", "H", "C", "H", "H", "O", "O", "C", "H", "O", "H", "O", "H", "C", "O", "C", "C", "N", "H", "N", "H", "H", "C", "H", "O", "H", "O", "O", "O", "N", "H", "H", "H", "H", "H", "O", "H", "N", "H", "N", "C", "H", "O", "C", "N", "O", "C", "N", "O", "H", "N", "O", "H", "O", "N", "H", "H", "H", "H", "C", "O", "C", "O", "C", "H", "H", "O", "H", "C", "H", "H", "O", "H", "O", "H", "C", "C", "N", "H", "H", "O", "H", "H", "O", "O", "H", "H", "C", "H", "O", "H", "H", "O", "N", "H", "H", "H", "N", "H"],
  "coordinates": [[0.4664, -3.5438, -6.2568], [-0.2788, -4.1918, -4.4143], [-4.8830, -0.7972, 5.2285], [4.6860, 3.7257, 4.0897], [1.9421, -6.1177, -7.9775], [-1.6515, 0.6895, 1.6223], [0.7594, -1.2765, 6.1477], [-2.6796, -1.1821, -1.3053], [-0.4670, -0.0660, -0.6556], [2.6234, -4.1944, -8.4157], [1.5626, 1.2429, 8.6075], [-4.3238, 3.8098, 8.0774], [-1.7134, 2.6708, 2.4161], [5.4310, -2.4695, 2.5611], [1.2018, 3.9635, 0.5035], [-3.1250, -1.1132, 0.4034], [-0.5352, 3.0480, 4.1842], [1.5595, -0.1610, 4.1672], [2.6014, -0.1513, 8.1822], [2.1867, -1.0324, 4.3320], [-3.7425, 0.6524, -6.0068], [-3.1088, 0.7851, -0.5695], [-4.2820, 0.4962, -6.9362], [0.0517, 2.0629, -0.4879], [2.3221, -7.4550, -6.0680], [2.3967, 0.8978, 8.0051], [-3.8848, 2.4442, 7.0042], [2.5472, 2.3846, -4.9853], [4.9830, 3.5686, 3.0573], [-1.2350, 3.5197, 2.8963], [-2.8571, -1.4829, -6.0287], [-4.5310, 2.3288, -3.1216], [-2.6835, 1.4941, 0.1417], [2.8467, 4.1531, -2.5957], [-4.5032, 4.1698, -1.3859], [-0.4698, -2.3189, -5.3392], [-0.2159, -5.3972, -4.5644], [2.1030, 6.2678, -3.1388], [-1.0792, -0.6504, 0.0333], [3.4872, -6.0415, -8.8735], [3.7321, 0.9806, -3.8658], [1.9513, -5.6844, -9.7182], [-5.1636, -3.3010, -5.7963], [0.5460, -7.8807, -4.5315], [-0.3496, 4.3666, 1.9575], [5.4918, -2.8541, 1.4150], [0.1469, 3.7230, 0.6359], [1.3102, -8.6277, -4.3499], [-3.7784, 4.3194, 6.1159], [-5.4346, -0.6317, 4.3081], [-4.3209, -4.1665, -5.7281], [3.2172, -0.7476, 4.5081], [1.7116, -8.5451, -3.3447], [-4.1553, -4.8677, -4.4245], [2.2106, 1.0933, 6.9526], [2.3138, -2.7429, 5.8798], [-3.1320, -4.7121, -4.0950], [-5.1210, 0.7075, 6.9769], [-4.0544, 1.3559, 5.2123], [0.7459, 2.4921, 3.9719], [1.7891, 5.1962, -2.6737], [0.8915, 0.6716, -5.2689], [-2.8604, 4.3285, -2.0477], [-2.0389, 4.1671, 3.2248], [-4.3454, -5.9224, -4.5977], [-4.8636, -4.4480, -3.7207], [4.5579, 1.0823, 8.8275], [7.1859, -3.3148, 3.3127], [2.4343, -8.3851, -5.2958], [-1.3198, -3.6686, -6.1413], [-2.6032, -0.3000, -5.9794], [-3.7108, 2.4077, -2.2458], [-1.1341, 2.2278, 4.5793], [-1.4769, 0.1566, -5.9048], [-0.9144, -0.0868, 1.4505], [-2.8725, 1.2689, -1.9575], [0.6759, 4.9108, -2.2677], [-3.6401, 3.4545, 7.3155], [-0.1128, 2.2831, 0.4913], [2.5874, 4.5957, 4.5417], [-5.4401, -1.4190, 5.9186], [1.7104, -1.7420, 5.5486], [-3.5923, -4.5176, -6.6352], [0.9429, -9.6323, -4.5359], [3.5311, 2.8907, 8.2598], [-4.6713, 0.5328, 5.8608], [-0.3634, 4.2055, -0.1919], [-0.9373, 5.2398, 1.6824], [-0.6958, -1.6687, 0.0333], [-4.3711, 0.4314, -5.1491], [0.8438, 1.5012, 1.2118], [3.3882, -9.1287, -5.2264], [2.4873, -5.6306, -8.7752], [2.1301, -3.8463, -7.3569], [1.7027, 0.2430, -4.6934], [-3.1111, 3.5393, -0.4778], [2.1608, -0.5907, -5.2178], [1.9888, 1.8266, 1.3846], [3.1942, 3.9666, -3.6020], [-2.5491, -0.6200, -0.3840], [3.6466, 4.5504, -1.9773], [2.1194, -1.7243, 3.4991], [4.8394, -1.4766, 2.9386], [-4.1859, 0.7584, -0.4058], [-3.0764, 4.0582, 5.1579], [5.7053, -4.2841, 3.5558], [6.1357, -3.2881, 3.5865], [-3.5317, 3.6946, -1.4688], [3.6954, 4.8372, 4.1018], [-0.5240, 3.8287, 4.9472], [2.4183, 3.2622, -2.1518], [-0.2572, -3.6319, -3.3345], [5.9896, -2.8253, 4.5549], [4.2113, 2.8435, 4.5022], [-4.5805, 5.2292, 6.1590], [0.4090, 0.3516, 1.7592], [1.3252, 3.1225, 3.5322], [-3.9022, -1.2146, 5.0206], [-0.4097, -3.3573, -5.6372], [0.5025, 4.7638, 2.5105], [3.2105, -3.4698, -9.1845], [-1.1349, -0.8872, 2.1562], [-1.9099, 1.6038, -1.9904], [4.0607, 5.9072, 3.6688], [3.5961, 1.6874, 8.4000], [-3.3433, 1.6567, -5.9441], [-2.6090, 3.5271, 7.6519], [5.5326, 4.0405, 4.6921], [2.7471, 1.2851, -4.5036], [1.3665, -0.0645, -3.7071]],
  "forces_ev_per_a": [[-0.24, -0.10, 0.13], [0.00, 0.03, 0.00], [-0.06, -0.13, 0.07], [-0.01, -0.13, 0.06], [0.03, -0.01, 0.00], [0.20, 0.30, 0.13], [0.01, -0.05, 0.03], [-0.14, -0.05, -0.05], [0.02, -0.05, -0.15], [-0.05, -0.14, 0.08], [-0.01, 0.08, -0.05], [-0.02, 0.07, -0.06], [0.16, -0.06, -0.33], [-0.01, 0.00, 0.03], [0.11, -0.17, -0.02], [-0.07, -0.12, -0.03], [-0.36, -0.37, -0.42], [-0.02, -0.01, 0.02], [0.04, 0.01, 0.03], [-0.29, 0.35, -0.04], [-0.04, 0.17, 0.04], [-0.10, 0.00, -0.47], [-0.01, -0.12, 0.02], [-0.23, -0.07, -0.03], [0.09, -0.02, -0.10], [0.01, -0.18, -0.05], [0.19, 0.36, 0.19], [-0.06, -0.16, -0.15], [0.03, 0.05, 0.00], [0.33, 0.52, 0.48], [-0.10, 0.01, 0.01], [-0.04, -0.06, 0.03], [-0.01, -0.09, 0.22], [0.04, 0.05, 0.26], [0.00, 0.19, -0.04], [-0.05, -0.01, 0.06], [-0.04, 0.01, 0.02], [-0.02, -0.02, 0.02], [0.15, 0.29, 0.40], [0.02, 0.04, -0.06], [-0.02, 0.00, 0.02], [0.09, 0.06, -0.06], [-0.06, -0.07, -0.08], [0.05, 0.04, -0.01], [-0.23, -0.43, -0.10], [-0.01, 0.01, 0.01], [-0.14, 0.66, 0.12], [-0.16, 0.10, -0.01], [0.00, 0.11, -0.02], [0.06, 0.03, -0.04], [-0.04, 0.06, 0.08], [0.07, -0.12, -0.04], [0.03, -0.07, 0.00], [-0.04, 0.05, 0.10], [-0.08, 0.11, 0.02], [-0.02, 0.00, 0.01], [0.03, -0.07, -0.04], [0.00, -0.05, -0.17], [-0.23, -0.29, 0.00], [0.09, -0.45, -0.06], [-0.02, -0.02, 0.00], [0.02, 0.02, 0.00], [0.04, 0.14, 0.03], [-0.21, -0.05, -0.01], [0.09, -0.01, -0.03], [-0.02, 0.03, -0.03], [0.00, 0.02, -0.02], [-0.01, -0.06, -0.06], [-0.07, 0.02, 0.11], [0.03, -0.05, -0.05], [0.11, 0.04, 0.03], [-0.13, -0.01, -0.29], [-0.01, 0.03, 0.23], [0.02, 0.02, 0.03], [-0.47, -0.50, -0.18], [0.15, 0.20, 0.31], [-0.01, -0.04, -0.09], [0.06, 0.08, 0.21], [0.30, -0.12, 0.08], [0.06, 0.16, -0.09], [0.00, 0.04, 0.03], [0.02, 0.05, -0.01], [0.00, 0.01, 0.01], [0.07, -0.04, 0.04], [0.02, -0.01, 0.00], [-0.01, -0.24, -0.17], [-0.11, -0.09, -0.07], [0.08, 0.12, -0.10], [0.06, -0.07, -0.25], [-0.01, -0.02, -0.01], [0.59, -0.09, 0.56], [-0.02, 0.02, -0.03], [-0.12, -0.14, 0.07], [0.24, 0.18, -0.16], [-0.18, 0.03, -0.14], [0.10, 0.01, 0.01], [0.06, -0.03, 0.07], [-0.14, 0.04, 0.00], [0.08, 0.03, -0.06], [0.25, 0.05, 0.34], [0.00, 0.05, -0.03], [0.12, -0.04, 0.01], [0.11, -0.03, -0.08], [-0.08, 0.04, -0.10], [-0.20, 0.11, 0.33], [0.04, -0.02, -0.06], [0.01, 0.05, 0.15], [-0.01, -0.40, 0.02], [0.01, -0.05, 0.02], [0.19, 0.19, -0.11], [-0.02, 0.01, 0.00], [-0.01, -0.03, -0.02], [-0.03, 0.03, -0.02], [-0.04, 0.03, 0.00], [-0.03, -0.05, -0.02], [-0.28, 0.12, -0.60], [-0.05, 0.13, 0.18], [0.01, 0.05, -0.06], [0.17, 0.11, -0.03], [0.07, -0.04, 0.08], [-0.02, 0.02, 0.03], [0.19, 0.02, 0.16], [0.00, -0.05, -0.04], [-0.02, -0.01, 0.01], [-0.01, -0.01, 0.00], [0.03, -0.01, 0.02], [0.03, -0.03, -0.10], [0.02, 0.04, -0.05], [0.01, 0.04, 0.01], [0.09, -0.07, 0.01]]
}

***

> charge of number 2 (C24H61N15O30)?

0

***

> Look up the charge of the first one.

0